Below is a cluster of 2 separate species, CHBrF2O in total at a distorted geometry, with properties calculated with the ωB97M-V functional and the def2-TZVPD basis.

Structure (XYZ):
```
6
CHBrF2O | the OMol25 dataset | the ωB97M-V functional and the def2-TZVPD basis
C 1.5321 -0.0475 -0.3678
O 0.5542 0.5546 0.2705
F 1.2069 -0.2580 -1.6599
F 1.3829 -2.1207 0.2143
Br 3.2068 0.1892 0.1667
H -0.2627 0.3136 -0.1587
```

Its electronic energy is -2887.596029 a.u. The orbital gap is 9.912 eV. The lowest unoccupied orbital energy comes out at -0.6729 eV. The energy relative to the best compared isomer or geometry (same formula, charge and spin) is 2.776 eV. The value obtained for the highest occupied orbital energy is -10.584 eV.

Mulliken charges, unit e, in atom order: atom 1 (C): 0.639, atom 2 (O): -0.318, atom 3 (F): -0.139, atom 4 (F): -0.622, atom 5 (Br): 0.099, atom 6 (H): 0.340

---

Below is the molecule CH4N2O2S at a distorted geometry, with properties calculated with the ωB97M-V functional and the def2-TZVPD basis.

Structure (XYZ):
```
10
CH4N2O2S | the OMol25 dataset | the ωB97M-V functional and the def2-TZVPD basis
C 0.0661 0.2411 -0.3696
N 1.9024 -0.6908 0.9763
N 0.6270 0.0187 0.9322
O 2.8843 -2.7865 1.6812
O 0.4559 -2.3660 2.3101
S 1.6445 -2.1207 1.5055
H -0.5625 -0.5097 -0.7427
H -0.6720 0.9524 -0.2114
H 0.8639 0.5512 -0.9125
H -0.0433 -0.4194 1.5414
```

Its electronic energy is -698.547251 a.u. The orbital gap (spin up / spin down) is 8.167 / 8.164 eV. The lowest unoccupied orbital energy (spin up / spin down) comes out at -1.4891 / -1.4903 eV. As for the SMILES: CNN=S(=O)=O. The energy relative to the best compared isomer or geometry (same formula, charge and spin) is 3.485 eV. The value obtained for the highest occupied orbital energy (spin up / spin down) is -9.656 / -9.654 eV.

Mulliken charges, unit e, in atom order: atom 1 (C): -0.853, atom 2 (N): -0.220, atom 3 (N): -0.248, atom 4 (O): -0.457, atom 5 (O): -0.485, atom 6 (S): 0.902, atom 7 (H): 0.330, atom 8 (H): 0.369, atom 9 (H): 0.337, atom 10 (H): 0.326

---

Below is a cluster of 2 separate species, C4H12 in total at a distorted geometry, with properties calculated with the ωB97M-V functional and the def2-TZVPD basis.

Structure (XYZ):
```
16
C4H12 | the OMol25 dataset | the ωB97M-V functional and the def2-TZVPD basis
C 1.5236 0.0491 -1.6648
C 0.6737 0.8204 -2.6995
H 2.5769 0.0290 -1.9429
H 1.4536 0.5156 -0.6844
H 1.1404 -0.9733 -1.6606
H 0.9819 1.8730 -2.6505
H 0.8628 0.4337 -3.6916
H -0.3484 0.8742 -2.3303
C -0.5872 -0.3867 1.6304
C -1.6105 -0.4983 2.7371
H -1.0138 -0.2328 0.6317
H 0.0377 0.4989 1.7615
H 0.0579 -1.2547 1.4955
H -1.1234 -0.3496 3.6988
H -2.2088 -1.4053 2.6897
H -2.3300 0.3262 2.6937
```

Its electronic energy is -159.577011 a.u. The orbital gap is 12.794 eV. The lowest unoccupied orbital energy comes out at 1.1113 eV. As for the SMILES: CC.CC. The energy relative to the best compared isomer or geometry (same formula, charge and spin) is 0.217 eV. The value obtained for the highest occupied orbital energy is -11.682 eV.

Mulliken charges, unit e, in atom order: atom 1 (C): -0.735, atom 2 (C): -0.849, atom 3 (H): 0.347, atom 4 (H): 0.180, atom 5 (H): 0.236, atom 6 (H): 0.261, atom 7 (H): 0.293, atom 8 (H): 0.269, atom 9 (C): -0.736, atom 10 (C): -0.970, atom 11 (H): 0.241, atom 12 (H): 0.284, atom 13 (H): 0.306, atom 14 (H): 0.283, atom 15 (H): 0.302, atom 16 (H): 0.287

---

Below is a cluster of 2 separate species, C4H9NO2 in total at a distorted geometry, with properties calculated with the ωB97M-V functional and the def2-TZVPD basis.

Structure (XYZ):
```
16
C4H9NO2 | the OMol25 dataset | the ωB97M-V functional and the def2-TZVPD basis
C -2.4241 0.7390 0.7458
C -1.8937 -0.6028 0.2535
N 0.5090 -0.0831 -1.1483
C 0.8313 0.3404 0.0086
O 0.8392 0.5546 1.1681
O 1.9964 0.5966 -1.0326
C 3.0694 -0.3293 -0.7735
H -2.9304 1.2808 -0.0604
H -3.1422 0.6016 1.5594
H -1.6114 1.3692 1.1259
H -1.2980 -1.1080 1.0222
H -2.6812 -1.2820 -0.0807
H -1.2656 -0.4629 -0.6311
H 3.8799 -0.0167 -1.4314
H 3.3754 -0.2511 0.2764
H 2.7462 -1.3462 -1.0021
```

Its electronic energy is -362.908865 a.u. The orbital gap is 11.242 eV. The lowest unoccupied orbital energy comes out at 0.5575 eV. The energy relative to the best compared isomer or geometry (same formula, charge and spin) is 4.807 eV. The value obtained for the highest occupied orbital energy is -10.684 eV.

Mulliken charges, unit e, in atom order: atom 1 (C): -0.779, atom 2 (C): -0.870, atom 3 (N): -0.528, atom 4 (C): 0.847, atom 5 (O): -0.482, atom 6 (O): -0.197, atom 7 (C): -0.653, atom 8 (H): 0.254, atom 9 (H): 0.296, atom 10 (H): 0.269, atom 11 (H): 0.251, atom 12 (H): 0.362, atom 13 (H): 0.386, atom 14 (H): 0.228, atom 15 (H): 0.303, atom 16 (H): 0.313

---

Below is a structure of composition C42H40F6MoN2O2P2 at a distorted geometry, with properties calculated with the ωB97M-V functional and the def2-TZVPD basis.

Structure (XYZ):
```
95
C42H40F6MoN2O2P2 | the OMol25 dataset | the ωB97M-V functional and the def2-TZVPD basis
Mo 0.4602 0.6412 0.7031
O 1.9454 -0.9932 0.9720
C 1.8553 -1.9039 2.0470
C 2.9469 -2.5640 2.5837
C 2.7289 -3.4858 3.6023
C 1.4467 -3.7335 4.0671
C 0.3507 -3.1104 3.4868
C 0.5487 -2.1954 2.4584
P -0.7287 -1.4280 1.4006
C -2.2883 -1.3651 2.2886
C -2.8618 -2.5521 2.7513
C -4.0384 -2.4955 3.4766
C -4.6559 -1.2739 3.7114
C -4.1118 -0.1022 3.2008
C -2.9255 -0.1433 2.4882
C -1.0057 -2.6887 0.1157
C 0.0240 -3.5499 -0.2672
C -0.2481 -4.6081 -1.1166
C -1.5322 -4.7960 -1.6059
C -2.5487 -3.9194 -1.2545
C -2.2935 -2.8654 -0.3958
C 2.7178 0.1545 1.0560
C 3.6263 0.4996 2.0637
C 4.4341 1.6059 1.8649
C 4.3334 2.3804 0.7040
C 3.4320 2.0547 -0.2920
C 2.6145 0.9210 -0.1498
P 1.6300 0.0137 -1.4577
C 1.1952 1.2471 -2.6922
C 0.8215 2.5214 -2.2632
C 0.5446 3.5071 -3.1907
C 0.6005 3.2142 -4.5494
C 0.8892 1.9268 -4.9785
C 1.1832 0.9389 -4.0549
C 3.0219 -0.9089 -2.2052
C 3.9465 -0.1363 -2.9211
C 5.0227 -0.7623 -3.5191
C 5.1914 -2.1349 -3.3958
C 4.2735 -2.8936 -2.6808
C 3.1834 -2.2844 -2.0779
H 3.9408 -2.3804 2.2043
H 3.5680 -4.0149 4.0256
H 1.2899 -4.4298 4.8766
H -0.6430 -3.3308 3.8465
H -2.4110 -3.5058 2.5186
H -4.4764 -3.4080 3.8526
H -5.5753 -1.2403 4.2764
H -4.6170 0.8368 3.3659
H -2.4862 0.7516 2.0508
H 1.0200 -3.4251 0.1426
H 0.5363 -5.3019 -1.3773
H -1.7429 -5.6364 -2.2482
H -3.5478 -4.0764 -1.6287
H -3.0995 -2.2175 -0.0775
H 3.7230 -0.0921 2.9639
H 5.1641 1.8644 2.6187
H 4.9756 3.2405 0.5841
H 3.3796 2.6468 -1.1956
H 0.7939 2.7385 -1.1934
H 0.3006 4.5048 -2.8587
H 0.4175 3.9869 -5.2762
H 0.8968 1.6926 -6.0327
H 1.4123 -0.0636 -4.3903
H 3.8177 0.9320 -3.0288
H 5.7287 -0.1721 -4.0851
H 6.0445 -2.6116 -3.8556
H 4.4017 -3.9628 -2.6112
H 2.4490 -2.8806 -1.5546
N -5.1425 1.9077 -3.0988
C -4.6755 0.9230 -2.0765
C -3.7026 1.5173 -1.0233
N -2.3157 1.0718 -1.1279
H -5.6453 1.4181 -3.8550
H -4.3644 2.4312 -3.5231
H -5.8017 2.5847 -2.6869
H -4.1906 0.0908 -2.5936
H -5.5617 0.5325 -1.5745
H -4.0622 1.2441 -0.0300
H -3.7047 2.6064 -1.0834
H -1.8742 1.4816 -1.9477
H -2.2726 0.0588 -1.2138
C -1.7789 3.2150 2.9364
C -0.5781 3.1626 1.9896
O -0.4080 1.9790 1.2964
C 0.7615 3.2595 2.7680
F 1.7882 3.1970 1.8822
F 0.8893 2.1183 3.4777
F 0.9117 4.2884 3.5424
C -0.7186 4.2831 0.9158
F -1.5809 3.8225 -0.0176
F -1.1788 5.4116 1.3879
F 0.4262 4.5025 0.2693
H -1.7392 2.3924 3.6516
H -2.7022 3.1674 2.3581
H -1.7695 4.1555 3.4900
```

Its total charge is +4. Its electronic energy is -3233.122513 a.u. The orbital gap (spin up / spin down) is 6.142 / 5.911 eV. The lowest unoccupied orbital energy (spin up / spin down) comes out at -12.3815 / -12.6147 eV. The spin multiplicity is 3. Its expectation value of S² is 2.029. The value obtained for the highest occupied orbital energy (spin up / spin down) is -18.523 / -18.525 eV.

Mulliken charges, unit e, in atom order: atom 1 (Mo): -0.067, atom 2 (O): 0.594, atom 3 (C): -0.676, atom 4 (C): -0.413, atom 5 (C): -0.961, atom 6 (C): -0.979, atom 7 (C): -0.799, atom 8 (C): 0.362, atom 9 (P): 2.536, atom 10 (C): 0.190, atom 11 (C): -0.677, atom 12 (C): -0.992, atom 13 (C): -0.804, atom 14 (C): -1.040, atom 15 (C): 0.783, atom 16 (C): 0.433, atom 17 (C): -0.461, atom 18 (C): -0.917, atom 19 (C): -0.783, atom 20 (C): -0.986, atom 21 (C): -0.228, atom 22 (C): 1.549, atom 23 (C): -1.538, atom 24 (C): -0.779, atom 25 (C): -1.193, atom 26 (C): -0.556, atom 27 (C): 0.312, atom 28 (P): 2.136, atom 29 (C): 0.402, atom 30 (C): -0.226, atom 31 (C): -0.778, atom 32 (C): -0.953, atom 33 (C): -0.621, atom 34 (C): -0.782, atom 35 (C): 0.975, atom 36 (C): -0.794, atom 37 (C): -0.858, atom 38 (C): -0.704, atom 39 (C): -0.711, atom 40 (C): -0.243, atom 41 (H): 0.706, atom 42 (H): 0.520, atom 43 (H): 0.512, atom 44 (H): 0.589, atom 45 (H): 0.655, atom 46 (H): 0.508, atom 47 (H): 0.463, atom 48 (H): 0.553, atom 49 (H): -0.371, atom 50 (H): 0.610, atom 51 (H): 0.543, atom 52 (H): 0.467, atom 53 (H): 0.525, atom 54 (H): 0.636, atom 55 (H): 0.727, atom 56 (H): 0.525, atom 57 (H): 0.556, atom 58 (H): 0.622, atom 59 (H): -0.209, atom 60 (H): 0.601, atom 61 (H): 0.499, atom 62 (H): 0.503, atom 63 (H): 0.564, atom 64 (H): 0.408, atom 65 (H): 0.497, atom 66 (H): 0.458, atom 67 (H): 0.493, atom 68 (H): 0.377, atom 69 (N): -0.226, atom 70 (C): -0.814, atom 71 (C): -0.803, atom 72 (N): -0.039, atom 73 (H): 0.379, atom 74 (H): 0.325, atom 75 (H): 0.380, atom 76 (H): 0.415, atom 77 (H): 0.403, atom 78 (H): 0.250, atom 79 (H): 0.644, atom 80 (H): 0.063, atom 81 (H): -0.032, atom 82 (C): -1.629, atom 83 (C): 0.939, atom 84 (O): 0.968, atom 85 (C): 0.233, atom 86 (F): -0.163, atom 87 (F): -0.287, atom 88 (F): -0.236, atom 89 (C): 0.275, atom 90 (F): -0.175, atom 91 (F): -0.257, atom 92 (F): -0.240, atom 93 (H): 0.469, atom 94 (H): 0.379, atom 95 (H): 0.484

---

Below is a structure of composition C17H31InN4SSi at a distorted geometry, with properties calculated with the ωB97M-V functional and the def2-TZVPD basis.

Structure (XYZ):
```
55
C17H31InN4SSi | the OMol25 dataset | the ωB97M-V functional and the def2-TZVPD basis
In 1.6188 -0.3418 -0.8296
C 2.1399 1.6042 3.4960
C 2.0606 1.3900 2.0151
N 2.6306 0.4140 1.4173
N 3.3829 -0.4829 2.0857
C 4.1085 -1.3962 1.3869
N 4.8983 -2.1902 2.0956
S 4.0410 -1.5370 -0.2889
C 1.3610 2.3469 1.1247
C 0.6207 3.4195 1.6059
C 0.1524 4.3746 0.7124
C 0.4478 4.2417 -0.6328
C 1.1162 3.0961 -1.0421
N 1.5465 2.1668 -0.1958
H 3.1635 1.4729 3.8528
H 1.8357 2.6035 3.7838
H 1.4961 0.8903 4.0164
H 3.5958 -0.3331 3.0638
H 4.9438 -2.1660 3.1030
H 5.4641 -2.8727 1.6172
H 0.4044 3.5316 2.6577
H -0.4231 5.2171 1.0715
H 0.1539 4.9947 -1.3499
H 1.3308 2.9255 -2.0907
C -1.9389 0.9107 0.3103
Si -1.4351 -0.5643 -0.7378
C -1.4389 -2.2047 0.2471
C -0.7814 -3.3597 -0.5121
C -2.9195 -2.5310 0.5185
C -0.7150 -1.9915 1.5824
C -1.6842 -0.2950 -2.6160
C -0.9308 0.9565 -3.0792
C -3.1972 -0.0679 -2.7980
C -1.2257 -1.5022 -3.4376
H -2.9951 0.8078 0.5769
H -1.8220 1.8510 -0.2302
H -1.3705 0.9862 1.2377
H -1.2802 -3.5666 -1.4581
H -0.8417 -4.2684 0.0905
H 0.2761 -3.1636 -0.7105
H -3.4858 -2.6810 -0.4032
H -3.4107 -1.7515 1.1046
H -2.9790 -3.4581 1.0927
H 0.3447 -1.7566 1.4313
H -0.7729 -2.9103 2.1693
H -1.1726 -1.1958 2.1727
H -1.1502 1.8284 -2.4589
H -1.2370 1.1952 -4.0997
H 0.1496 0.7917 -3.0910
H -3.5428 0.8237 -2.2706
H -3.7890 -0.9221 -2.4617
H -3.4079 0.0766 -3.8595
H -0.1626 -1.7098 -3.2906
H -1.3789 -1.2976 -4.4992
H -1.7953 -2.3996 -3.1962
```

Its total charge is +2. Its electronic energy is -1762.708295 a.u. The orbital gap is 7.745 eV. The lowest unoccupied orbital energy comes out at -7.0612 eV. The value obtained for the highest occupied orbital energy is -14.806 eV.

Mulliken charges, unit e, in atom order: atom 1 (In): 0.797, atom 2 (C): -1.761, atom 3 (C): 0.831, atom 4 (N): 0.150, atom 5 (N): -0.476, atom 6 (C): 0.662, atom 7 (N): -0.388, atom 8 (S): -0.349, atom 9 (C): 0.603, atom 10 (C): -0.531, atom 11 (C): -0.584, atom 12 (C): -0.607, atom 13 (C): -0.359, atom 14 (N): -0.264, atom 15 (H): 0.495, atom 16 (H): 0.365, atom 17 (H): 0.385, atom 18 (H): 0.230, atom 19 (H): 0.208, atom 20 (H): 0.227, atom 21 (H): 0.298, atom 22 (H): 0.480, atom 23 (H): 0.452, atom 24 (H): 0.538, atom 25 (C): -1.061, atom 26 (Si): -0.079, atom 27 (C): 1.697, atom 28 (C): -1.555, atom 29 (C): -1.779, atom 30 (C): -1.562, atom 31 (C): 1.771, atom 32 (C): -1.476, atom 33 (C): -1.735, atom 34 (C): -1.687, atom 35 (H): 0.502, atom 36 (H): 0.267, atom 37 (H): 0.320, atom 38 (H): 0.345, atom 39 (H): 0.524, atom 40 (H): 0.210, atom 41 (H): 0.435, atom 42 (H): 0.409, atom 43 (H): 0.451, atom 44 (H): 0.196, atom 45 (H): 0.553, atom 46 (H): 0.324, atom 47 (H): 0.324, atom 48 (H): 0.607, atom 49 (H): 0.151, atom 50 (H): 0.401, atom 51 (H): 0.407, atom 52 (H): 0.471, atom 53 (H): 0.271, atom 54 (H): 0.518, atom 55 (H): 0.382